Here is a structure of composition C48H47ClO3PtS2Si at a distorted geometry from OMol25. Energies are from ωB97M-V/def2-TZVPD.

The value obtained for the largest force on an atom is 2.24 eV/A. Its spin multiplicity is 1. The calculation puts the orbital gap at 6.011 eV. The value obtained for the lowest unoccupied orbital energy is -0.71 eV.

Structure (XYZ):
```
103
Properties=species:S:1:pos:R:3:forces:R:3:mulliken_charge:R:1
H -1.374415 5.940746 -1.764477 0.0 0.1 0.1 0.2426
C -3.391575 -1.423379 3.679298 -0.1 0.3 -0.7 -0.1188
C -4.659027 -1.819863 -4.761611 -0.2 -0.2 0.6 -0.9857
O -0.821538 -3.445090 0.930006 0.6 -0.4 -0.3 -0.2724
H -6.196912 -4.595427 -3.599519 -0.2 0.0 -0.1 0.3138
H 3.317462 3.032896 -2.495138 0.0 0.0 -0.1 0.5418
H -7.009804 -1.846083 -1.420270 0.0 -0.1 0.2 0.2759
O 0.108853 -0.725982 1.671512 -1.1 -0.1 0.3 -0.6241
C -2.939956 -1.549618 -1.023625 0.5 0.9 1.5 1.1379
C 1.535121 1.150302 0.632489 0.6 -0.1 -0.9 1.2322
C 1.363182 5.283972 -0.048606 0.0 0.3 -0.2 -0.8968
C 0.798569 3.325453 1.329122 0.1 -0.4 0.0 -1.4595
C -1.695801 -4.130910 1.809079 -0.2 -0.2 0.0 0.1202
H -2.483453 -1.055123 4.130554 0.2 0.1 0.1 0.3440
C 6.477923 1.527092 -0.243310 -0.5 0.3 0.3 -0.8662
H -4.466890 -4.781516 -3.402330 0.2 0.0 0.0 0.3126
O 0.206446 -1.058721 -1.237275 0.0 -0.5 -0.6 -0.4587
H 2.612041 -1.337370 -3.967290 0.0 0.0 -0.1 0.5486
H -1.387463 -6.098185 0.980735 0.0 -0.1 -0.2 0.3700
H -1.186202 0.904179 -0.492003 0.0 0.3 -0.3 -0.0742
H 0.261071 3.965257 2.011810 -0.1 0.0 0.1 0.4047
H -6.648679 -2.731575 2.091843 -0.1 -0.1 0.0 0.4227
C -5.367671 -2.759283 3.809482 0.4 0.2 -0.2 0.4716
H 4.291609 -0.682745 1.000775 0.1 0.0 -0.1 0.7076
H 0.819391 5.909598 0.644828 -0.1 0.1 0.1 0.4630
C 5.107757 1.563758 -0.316741 0.3 0.2 0.1 -0.6881
H -3.923191 -2.606572 5.382189 0.0 0.0 0.1 0.4073
H -6.614913 -0.452327 -2.407412 0.1 0.2 0.0 0.2951
H 3.105243 5.436391 -2.928370 0.1 0.0 -0.1 0.4454
H -2.246807 3.129711 -0.411627 -0.1 0.0 0.1 0.5013
C -0.370711 3.535354 -3.191476 0.0 0.0 0.0 -0.7861
C 2.139030 -0.696418 3.602301 -0.3 0.0 0.0 -0.4309
C -1.316663 -5.597670 1.942121 0.0 0.4 0.1 -1.4201
H -2.733069 -4.028810 1.462888 0.1 0.1 0.1 0.1153
H -5.190528 -1.216427 0.823325 0.0 0.1 -0.2 0.3866
H -0.297080 -5.692828 2.308687 0.1 0.0 0.0 0.3091
C 1.950538 5.826018 -1.161478 -0.2 0.1 0.4 -0.8056
H 6.988924 2.087216 0.526457 0.0 0.0 0.1 0.4746
H 2.694434 -0.793742 5.663027 -0.1 0.0 0.1 0.4090
C -0.941264 1.666325 -1.245139 0.2 -0.5 0.3 0.2002
H -7.582242 -1.752904 -3.073489 -0.1 -0.1 -0.2 0.3322
H 4.544123 2.137736 0.406046 0.0 0.0 0.0 0.5978
H -0.164216 4.264824 -3.960787 0.1 0.1 -0.1 0.4548
C -5.346411 -4.288174 -2.997053 0.0 0.7 0.0 -0.9966
H -1.991121 -6.086221 2.635555 -0.1 -0.2 0.1 0.4014
H -2.278993 0.562936 2.311231 0.0 0.0 0.0 0.5160
H 5.019308 -0.317938 6.393689 0.0 0.0 0.1 0.3846
C -0.029670 1.372205 -2.240710 -0.1 -0.1 -0.6 0.8962
H 6.356369 -0.448406 5.242654 0.1 0.0 0.0 0.3780
C 3.139730 -0.730411 -3.244600 0.3 -0.1 -0.3 -1.0107
C 2.768964 3.660317 -1.807390 0.2 0.3 -0.1 -0.8579
C 3.047048 -0.756020 4.642267 0.2 0.0 -0.1 -0.9831
H -4.449053 -0.755088 -4.785672 0.0 0.2 0.1 0.2919
H 5.529568 -1.899883 5.812273 0.1 0.0 0.1 0.2954
S 0.622623 -0.305789 -2.473037 -0.7 0.7 0.7 -0.4087
C 3.949565 -0.694067 2.024536 -0.1 0.0 -0.1 -0.3857
Cl -6.377789 -3.845580 4.695544 -0.2 -0.2 0.2 -0.2484
C -2.926592 -0.030433 1.664870 1.2 -0.4 -1.9 -1.8198
C 6.576316 0.063741 -2.138095 0.6 0.2 0.3 -0.8267
C -3.734535 -0.992254 2.386059 -0.9 -0.8 0.8 0.2308
C 1.444030 3.904108 0.214360 0.2 -0.2 -0.2 0.9511
C -3.798144 -1.896149 -1.810572 -0.8 -0.5 -1.0 -1.0022
Pt -1.595020 -1.028949 0.321916 -1.0 0.3 0.2 2.0061
H 5.910986 -0.773476 2.856179 0.1 0.0 0.0 0.3899
H 1.878907 6.887321 -1.356282 0.0 0.0 0.0 0.4366
C 4.416142 0.842324 -1.314028 0.1 -0.3 -0.1 0.9313
H 8.295199 0.716800 -1.057759 0.1 0.0 0.0 0.4107
H 5.081286 -1.178406 -3.997834 0.0 -0.1 0.0 0.4095
C 5.178404 0.083216 -2.245683 -0.7 0.0 -0.1 0.7837
C -1.287665 3.848522 -2.191600 0.0 -0.1 -0.1 1.0546
H -2.935620 5.113991 -1.677335 -0.1 0.1 0.0 0.3955
C 2.651901 5.005365 -2.048264 0.3 -0.4 -0.2 -0.9827
S 1.407275 -0.630736 0.930041 1.7 0.5 0.9 0.4892
C 5.389365 -0.857485 5.524756 0.0 -0.1 0.0 -1.5392
H -0.867121 -3.857540 0.058896 -0.1 0.0 0.0 0.2060
C 2.217243 1.662416 -0.452319 -0.5 0.1 0.9 0.3218
Si -5.131409 -2.387781 -2.999516 0.2 0.1 0.2 -0.1272
C 2.381032 -0.005219 -2.313240 0.3 0.5 0.6 1.2744
C -5.731722 -2.366402 2.526533 0.0 -0.2 0.4 -0.8990
C 0.841497 1.974263 1.520757 -0.3 0.5 0.4 -1.0772
C 4.501893 -0.662309 -3.246423 0.0 0.1 0.2 -1.3232
C 0.255262 2.305924 -3.222938 0.0 -0.1 0.0 -0.7611
H -5.504176 -4.667161 -1.991443 0.0 0.0 0.2 0.3034
C 4.852742 -0.747245 3.070853 -0.1 0.0 0.0 -1.1479
C 7.220883 0.766426 -1.147600 -0.1 -0.5 -0.6 -0.7041
H 7.136890 -0.536117 -2.840576 0.1 0.0 -0.1 0.4392
H -5.453878 -2.014553 -5.476050 -0.2 -0.1 -0.1 0.3100
C 2.593418 -0.646089 2.298799 -0.2 -0.2 -0.1 0.2397
H 0.335058 1.512632 2.354391 -0.1 0.0 0.1 0.5296
H -2.190991 5.460392 -3.246736 -0.1 0.1 0.0 0.4088
C -4.193112 -2.293093 4.384442 -0.4 -0.3 0.1 -0.8842
C -1.994140 5.166743 -2.217584 0.1 0.1 0.0 -1.6153
H -3.771430 -2.338728 -5.112259 0.2 -0.1 0.0 0.2925
H -3.521152 0.598204 0.999554 0.0 0.1 0.2 0.6843
H 1.075023 -0.699652 3.787049 -0.1 0.0 0.0 0.4542
C 2.175443 3.072876 -0.674045 -0.2 0.1 0.1 1.2187
C -1.548892 2.905203 -1.205491 0.1 0.1 -0.3 -1.2193
H -1.601994 -3.619905 2.768761 -0.1 0.0 -0.1 0.1802
C -4.922182 -1.502902 1.827317 0.5 0.3 0.2 -0.0891
H 0.954925 2.057854 -4.006394 0.1 0.1 -0.2 0.5216
C 2.992782 0.811828 -1.367619 -0.3 -0.7 -0.8 -1.1542
C -6.740384 -1.531044 -2.424195 0.5 -0.3 -0.3 -0.9592
C 4.414475 -0.772665 4.390463 0.0 0.0 0.0 1.0350
```
Positions in Å, forces in eV/Å.

Here is a cluster of 2 separate species, C3H5Cl in total at a distorted geometry from OMol25. Energies are from ωB97M-V/def2-TZVPD.

The value obtained for the energy above the lowest of the compared OMol25 structures with the same formula, charge and spin is 113.3 kcal/mol. The value obtained for the largest force on an atom is 3.71 eV/A. Its spin multiplicity is 1. The calculation puts the orbital gap (alpha / beta) at 8.782 / 9.355 eV. The value obtained for the lowest unoccupied orbital energy (alpha / beta) is -0.28 / -0.23 eV.

Structure (XYZ):
```
9
Properties=species:S:1:pos:R:3:forces:R:3:mulliken_charge:R:1
H 0.473999 -1.745153 0.756570 -0.9 -1.3 0.1 0.3554
H -1.985624 -0.222634 0.518063 0.8 1.5 -0.3 0.2910
H 1.357448 -1.253565 -0.796981 0.2 -0.2 1.1 0.2593
C -1.269980 0.579573 0.113278 -1.0 -2.0 0.2 -0.0193
H 1.580045 -0.481962 0.973475 0.1 -0.8 -1.5 0.2313
Cl -2.036111 2.039265 -0.413282 0.2 -0.2 0.2 -0.1563
C -0.053994 0.167130 -0.111786 1.4 0.5 -0.5 -0.1938
C 0.924910 -0.982659 0.186837 -0.2 3.7 0.0 -0.8001
H 1.009307 1.900005 -1.226176 -0.6 -1.1 0.7 0.0325
```
Positions in Å, forces in eV/Å.

Here is a structure of composition C23H32O4PRuSe4 from OMol25. Energies are from ωB97M-V/def2-TZVPD.

The value obtained for the energy above the lowest of the compared OMol25 structures with the same formula, charge and spin is 1.7 kcal/mol. The charge is +1. The expectation value of S² is 6.03. The value obtained for the largest force on an atom is 0.49 eV/A. Its spin multiplicity is 5. The calculation puts the orbital gap (alpha / beta) at 7.857 / 6.595 eV. The value obtained for the lowest unoccupied orbital energy (alpha / beta) is -2.46 / -4.43 eV.

Structure (XYZ):
```
65
Properties=species:S:1:pos:R:3:forces:R:3:mulliken_charge:R:1
C -0.059180 0.241848 4.712629 0.0 0.0 0.0 -0.4728
Se -1.994088 -1.024246 1.454358 0.1 0.1 0.0 0.1658
O 1.810663 -2.945575 0.569866 0.0 0.0 0.0 -0.6311
H -3.025048 0.988331 -0.806591 0.0 0.0 0.0 -0.1296
H 0.932080 -1.822768 2.971609 0.0 0.0 0.0 0.3408
C 4.164064 0.880011 2.849187 0.0 0.0 0.0 -0.0744
H -3.509701 -2.493077 0.179919 0.0 0.0 0.0 0.5367
H 6.519855 2.688056 1.235327 0.0 0.0 0.0 0.4039
H -1.296521 0.090221 6.451485 0.0 0.0 0.0 0.4342
C 1.570371 2.017033 4.723121 0.0 0.0 0.0 -0.4551
H -2.188785 -3.153639 -3.797790 0.0 0.0 0.0 0.3636
C 3.057383 1.199666 2.058658 0.1 -0.1 0.1 0.1868
C -2.512359 3.235515 0.571183 0.0 0.0 0.1 -1.4469
H 4.056544 0.215650 3.699192 0.0 0.0 0.0 0.4152
C 1.687988 -1.346065 2.342574 0.1 0.0 0.0 -0.5956
H -4.430472 3.508566 -2.235358 0.0 0.0 0.0 0.5248
H -0.531645 -0.604576 4.225071 0.0 0.0 0.0 0.2588
C -2.652745 -1.909872 -0.158927 0.0 0.0 0.0 -0.5338
Se -0.685005 1.036770 -1.734291 -0.1 0.1 -0.3 -0.0941
C -1.958360 -2.108155 -3.604886 0.0 0.0 0.0 -1.0478
C 1.125132 2.407845 5.978825 0.0 0.0 0.0 -0.7386
H 4.567272 3.257671 -0.164777 0.0 0.0 0.0 0.4289
C -3.672421 -0.222251 2.003255 0.0 0.1 0.0 -0.9186
H 2.351072 2.322491 0.363176 0.0 0.0 0.0 0.3784
H -0.899292 -3.237932 -0.121212 0.0 0.0 0.0 0.3680
H -2.697498 4.269012 0.867388 0.0 0.0 0.0 0.4811
C -2.523717 1.684738 -1.477473 0.1 0.0 0.0 -1.2973
O 0.812413 -1.020540 0.104519 0.1 0.0 0.0 -0.7072
C -1.961475 4.169973 -1.728262 -0.1 0.0 0.0 -1.4920
O -5.089844 2.480918 -0.554817 0.1 -0.1 0.0 -0.5131
H -3.249710 2.616616 1.083138 0.0 0.0 0.0 0.4869
H -5.333656 1.812505 -1.200649 -0.1 0.0 0.0 0.3484
H 6.259007 1.168613 3.169079 0.0 0.0 0.0 0.4112
H -1.557234 -1.654780 -4.508310 0.0 0.0 0.0 0.3511
P 1.457711 0.454663 2.414175 -0.1 0.1 -0.2 0.7686
O -0.581266 4.107369 -1.418803 0.0 0.0 0.0 -0.3653
H -4.450411 4.393907 -0.707849 0.0 0.0 0.0 0.4632
H -3.012308 -1.149029 -0.850681 0.0 0.0 0.0 0.1794
H -2.856344 -1.573210 -3.301264 0.0 0.0 0.0 0.3229
H -2.133486 4.015085 -2.800863 0.0 0.0 0.0 0.4245
H -2.985264 1.601399 -2.463700 0.0 0.0 0.0 0.6041
C 1.461608 -1.843778 0.908498 -0.1 0.0 0.0 0.0552
C 5.404325 1.416766 2.554571 0.0 0.0 0.0 -0.8289
Se -0.784679 2.825223 1.410807 0.0 0.1 0.0 -0.1571
H -2.140618 -3.647255 -1.298622 0.1 0.0 0.0 0.5992
C -4.227186 3.427252 -1.162913 0.0 0.0 0.0 -1.4754
C 0.097348 1.716821 6.600564 0.0 0.0 0.0 -0.4906
Ru -0.086677 0.732675 0.627824 0.0 -0.3 0.4 1.7423
Se -0.573498 -2.004001 -2.249660 0.0 0.0 0.0 0.2096
H -4.066485 0.419450 1.217489 0.0 0.0 0.0 0.1413
C 4.453977 2.592153 0.680304 0.0 0.0 0.0 -0.7658
H 1.586249 3.254058 6.469918 0.0 0.0 0.0 0.4199
H -0.121477 4.806428 -1.895134 0.0 0.0 0.0 0.2842
H 2.666190 -1.672301 2.692628 0.0 0.0 0.0 0.5808
C -0.495447 0.631636 5.966034 0.0 0.0 0.0 -0.8624
H -4.378281 -1.013274 2.243011 0.0 0.0 0.0 0.4296
C 3.207175 2.057487 0.975152 0.0 0.1 0.0 -0.5174
C 5.548491 2.272051 1.467052 0.0 0.0 0.0 -0.4655
C 0.984431 0.927132 4.088081 0.0 -0.1 0.0 1.0125
H 2.371794 2.564962 4.244686 0.0 0.0 0.0 0.3879
C -1.618047 -2.816989 -0.822676 -0.1 0.0 0.0 -1.0567
H -3.473739 0.375499 2.890084 0.0 0.0 0.0 0.3166
C -2.723980 3.107427 -0.940015 -0.1 0.0 0.0 2.4325
H -0.244060 2.021504 7.580719 0.0 0.0 0.0 0.4006
H -2.368130 5.153739 -1.464436 0.0 0.0 0.0 0.4735
```
Positions in Å, forces in eV/Å.